(1)
The following is a quantum chemistry calculation of a molecular structure, C10H37CaN16O9 in a non-equilibrium geometry, from the Open Molecules 2025 dataset.

Each line ends with the Löwdin charge.
Element x y z (Å)
Ca1 0.4245 -2.8751 -0.8030  1.540
C1 -0.8986 0.9272 -0.0288  -0.089
C2 -0.7770 0.3102 -1.4253  -0.400
O1 0.3054 -0.5849 -1.5016  -0.448
H1 0.0430 1.3529 0.3219  0.064
H2 -1.1335 0.1116 0.6575  0.035
H3 -1.6619 1.7055 -0.0184  0.075
H4 -0.7261 1.1542 -2.1227  0.104
H5 -1.7500 -0.1412 -1.6773  0.069
C3 1.0258 -1.4907 2.4736  -0.644
O2 0.9981 -1.9508 1.3259  -0.114
N1 1.7032 -2.1418 3.4424  0.173
N2 0.3938 -0.3735 2.8709  0.206
H6 1.5161 -1.8961 4.3988  0.105
H7 2.2559 -2.9529 3.2362  0.116
H8 -0.1226 0.1737 2.2041  0.054
H9 0.4665 -0.1433 3.8441  0.105
C4 -2.5706 -2.7339 0.8601  -0.634
O3 -1.4350 -3.0683 0.5115  -0.117
N3 -3.3171 -1.8341 0.1796  0.199
N4 -3.2329 -3.2338 1.9259  0.181
H10 -2.8370 -1.3436 -0.5607  0.091
H11 -4.2551 -1.6940 0.4910  0.105
H12 -2.8374 -4.0537 2.3555  0.123
H13 -4.1438 -2.8593 2.0850  0.099
C5 -1.8622 -3.0880 -3.2931  -0.645
O4 -1.2836 -3.4832 -2.2564  -0.128
N5 -1.8057 -1.8269 -3.7309  0.204
N6 -2.7327 -3.8682 -3.9249  0.180
H14 -1.1934 -1.2198 -3.1999  0.071
H15 -2.1270 -1.7205 -4.6767  0.122
H16 -2.9553 -4.7705 -3.5375  0.121
H17 -3.3905 -3.5907 -4.6319  0.115
C6 1.8672 3.3362 1.9215  -0.675
O5 1.3088 4.0983 1.1381  0.017
N7 3.1469 2.9037 1.8271  0.162
N8 1.2199 2.7781 2.9615  0.152
H18 3.7746 3.3386 1.1714  0.110
H19 3.5323 2.1892 2.4124  0.086
H20 1.6146 2.0806 3.5613  0.081
H21 0.2097 2.9026 2.9964  0.061
C7 -2.2739 1.6222 4.0090  -0.656
O6 -1.3947 2.0286 3.2479  0.001
N9 -3.2150 0.7379 3.6136  0.166
N10 -2.5254 2.0705 5.2507  0.167
H22 -3.1794 0.2396 2.7428  0.095
H23 -3.9734 0.5581 4.2440  0.099
H24 -1.9505 2.7811 5.6750  0.119
H25 -3.3716 1.9348 5.7719  0.107
C8 2.0575 -2.5861 -3.6660  -0.637
O7 1.6928 -3.3462 -2.7520  -0.122
N11 3.0065 -2.9616 -4.5860  0.167
N12 1.6154 -1.3401 -3.8618  0.190
H26 3.1775 -2.3246 -5.3395  0.099
H27 3.4892 -3.8359 -4.4916  0.109
H28 1.9074 -0.8928 -4.7082  0.115
H29 1.0541 -0.9514 -3.0965  0.057
C9 -0.6017 4.0085 -2.0676  -0.718
O8 -0.9258 4.0796 -3.2571  -0.008
N13 -1.4348 4.3453 -1.0761  0.158
N14 0.6040 3.5987 -1.6191  0.174
H30 -2.3320 4.7504 -1.2682  0.107
H31 -1.2162 4.0199 -0.1497  0.081
H32 1.2995 3.3222 -2.2902  0.110
H33 0.7633 3.4227 -0.6386  0.044
C10 3.7978 0.7323 -0.9621  -0.681
O9 3.6459 1.1585 -2.0982  0.023
N15 4.9358 0.8679 -0.2344  0.142
N16 2.8232 0.0845 -0.2342  0.158
H34 5.8100 1.1872 -0.6101  0.109
H35 4.8895 0.5728 0.7199  0.076
H36 1.9706 -0.1426 -0.7441  0.048
H37 3.0971 -0.1658 0.6920  0.068

## Properties
**Total energy**: -2634.38969 Eh
**LUMO energy**: -2.35 eV
**Total charge**: +1
**Kohn-Sham gap**: 8.0 eV

---

(2)
The following is a quantum chemistry calculation of a single C5H8N2 molecule, from the Open Molecules 2025 dataset.

Each line ends with the Löwdin charge.
Element x y z (Å)
C1 1.4571 -0.6658 0.8851  -0.040
N1 0.6070 0.1238 0.0057  -0.130
C2 0.4074 1.4717 0.2705  -0.130
C3 -0.8968 1.7754 0.0367  -0.099
C4 -1.5537 0.5735 -0.4030  -0.049
C5 -0.5942 -0.4001 -0.4328  -0.373
N2 -0.5571 -1.7412 -0.8561  0.093
H1 1.4664 -1.7069 0.5592  0.075
H2 2.4748 -0.2693 0.8864  0.086
H3 1.0561 -0.6329 1.9064  0.096
H4 1.2487 2.0850 0.5635  0.110
H5 -1.3399 2.7594 0.1108  0.091
H6 -2.5926 0.4733 -0.6906  0.093
H7 -1.4029 -2.0186 -1.3373  0.086
H8 0.2196 -1.8273 -1.5046  0.092

## Properties
**Relative energy (zero: lowest compared OMol25 entry of this formula, charge and spin)**: 57.91 kJ/mol
**Total energy**: -304.81344 Eh
**LUMO energy**: 1.05 eV
**SMILES string**: Cn1cccc1N
**Kohn-Sham gap**: 8.6 eV

---

(3)
The following is a quantum chemistry calculation of 3 unconnected molecules or ions with the total composition CH8O2S2 in a non-equilibrium geometry, from the Open Molecules 2025 dataset.

Each line ends with the Löwdin charge.
Element x y z (Å)
C1 0.1816 -1.8757 0.0038  -0.472
S1 -0.5826 -0.7480 -1.1502  0.372
S2 0.8155 -0.2185 -2.5276  0.330
H1 -0.3755 -2.8128 0.0416  0.025
H2 0.2216 -1.4711 1.0229  0.034
H3 1.2240 -2.0970 -0.2436  0.040
H4 1.5829 0.6194 -1.7981  -0.192
O1 1.2388 1.4150 0.5034  -0.107
H5 0.2730 1.2784 0.5145  -0.025
H6 1.3672 2.1414 1.1303  0.044
O2 -1.8017 1.6047 0.8412  -0.079
H7 -2.1691 1.1204 1.5892  0.049
H8 -1.9756 1.0438 0.0727  -0.020

## Properties
**Relative energy (zero: lowest compared OMol25 entry of this formula, charge and spin)**: 17.06 kJ/mol
**Total energy**: -989.74516 Eh
**LUMO energy**: 0.44 eV
**SMILES string**: CSS.O.O
**Kohn-Sham gap**: 9.4 eV

---

(4)
The following is a quantum chemistry calculation of a molecular structure, C25H24N4O3PtS2SeTe in a non-equilibrium geometry, from the Open Molecules 2025 dataset.

Each line ends with the Löwdin charge.
Element x y z (Å)
Pt1 -0.5131 0.0440 -1.6164  0.225
N1 0.9590 -0.0006 -0.0514  0.032
C1 2.1147 -0.1055 0.0610  -0.231
N2 3.3851 0.0846 0.2827  -0.060
C2 4.3197 -0.9247 0.7939  -0.084
C3 5.1547 -1.4773 -0.3564  -0.166
O1 5.8142 -0.4283 -1.0544  -0.121
C4 4.8808 0.4798 -1.5959  -0.181
C5 4.0643 1.1353 -0.4839  -0.096
H1 3.7630 -1.7146 1.2793  0.124
H2 4.9690 -0.4290 1.5192  0.136
H3 4.5105 -2.0412 -1.0396  0.128
H4 5.9310 -2.1370 0.0261  0.134
H5 4.1964 -0.0405 -2.2813  0.137
H6 5.4473 1.2285 -2.1491  0.132
H7 3.3378 1.8331 -0.8998  0.118
H8 4.7350 1.6623 0.1990  0.137
Se1 -2.5964 0.6244 -2.6888  0.534
C6 -3.7190 0.3509 -1.1596  -0.648
C7 -4.9652 0.9673 -1.0979  -0.125
C8 -5.7368 0.7921 0.0400  -0.159
N3 -5.3597 0.0592 1.0821  0.047
C9 -4.1740 -0.5373 1.0128  -0.151
C10 -3.3222 -0.4304 -0.0755  -0.134
H9 -5.3114 1.5807 -1.9191  0.097
H10 -6.7105 1.2632 0.1181  0.103
H11 -3.8917 -1.1319 1.8752  0.106
H12 -2.3658 -0.9419 -0.0828  0.069
C11 1.0405 3.8694 -0.2106  -0.391
Te1 -0.2723 2.8121 -1.5979  1.279
C12 -1.3924 2.6188 0.2541  -0.389
C13 -1.1112 3.8748 1.0164  -0.294
C14 -2.0206 4.4301 1.9041  -0.029
C15 -1.7173 5.6152 2.5597  -0.078
C16 -0.5165 6.2590 2.3049  -0.082
C17 0.3881 5.7153 1.4033  -0.040
C18 0.1026 4.5147 0.7685  -0.306
H13 1.6579 4.5994 -0.7297  0.057
H14 1.6879 3.1419 0.2843  0.048
H15 -1.0107 1.7420 0.7783  0.052
H16 -2.4518 2.4708 0.0595  0.052
H17 -2.9748 3.9440 2.0660  0.118
H18 -2.4311 6.0471 3.2482  0.104
H19 -0.2859 7.1943 2.7972  0.103
H20 1.3114 6.2350 1.1775  0.113
O2 1.4886 -3.5993 1.6823  -0.304
S1 1.5321 -4.2095 0.3767  0.637
O3 2.6059 -5.1266 0.1277  -0.289
N4 1.5229 -3.0208 -0.7933  -0.064
C19 0.4079 -3.0605 -1.4506  -0.777
S2 -0.0060 -2.0071 -2.7538  0.565
C20 -0.5498 -4.1243 -1.0589  -0.240
C21 -1.8047 -4.3936 -1.5808  -0.022
C22 -2.5375 -5.4301 -1.0161  -0.056
C23 -2.0373 -6.1754 0.0453  -0.059
C24 -0.7759 -5.9073 0.5657  -0.028
C25 -0.0611 -4.8851 -0.0130  -0.220
H21 -2.1943 -3.8140 -2.4067  0.100
H22 -3.5194 -5.6564 -1.4092  0.108
H23 -2.6353 -6.9662 0.4769  0.108
H24 -0.3568 -6.4733 1.3864  0.124

## Properties
**Relative energy (zero: lowest compared OMol25 entry of this formula, charge and spin)**: 71.32 kJ/mol
**Total energy**: -4996.90345 Eh
**LUMO energy**: -1.48 eV
**Kohn-Sham gap**: 6.2 eV

---

(5)
The following is a quantum chemistry calculation of 2 unconnected molecules or ions with the total composition C4H12 in a non-equilibrium geometry, from the Open Molecules 2025 dataset.

Each line ends with the Löwdin charge.
Element x y z (Å)
C1 -1.1797 -1.9544 0.8645  -0.167
C2 -1.0798 -1.5782 -0.6079  -0.162
H1 -0.5718 -2.8015 1.0592  0.044
H2 -0.8203 -1.1964 1.5675  0.057
H3 -2.1766 -2.2074 1.2332  0.064
H4 -2.0286 -1.7389 -1.1314  0.061
H5 -0.9608 -0.4956 -0.6965  0.043
H6 -0.3894 -2.1362 -1.2192  0.060
C3 1.4236 1.3422 0.4284  -0.164
C4 0.8742 2.1679 -0.7250  -0.165
H7 1.0233 0.3427 0.5548  0.036
H8 2.4961 1.1338 0.4439  0.064
H9 1.2282 1.9032 1.3358  0.060
H10 0.9302 3.2249 -0.4682  0.061
H11 -0.1584 1.9041 -0.9692  0.055
H12 1.3897 2.0896 -1.6699  0.054

## Properties
**Relative energy (zero: lowest compared OMol25 entry of this formula, charge and spin)**: 37.49 kJ/mol
**Total energy**: -159.57069 Eh
**LUMO energy**: 1.18 eV
**SMILES string**: CC.CC
**Kohn-Sham gap**: 12.8 eV